C9H8FNO2 | the ωB97M-V functional and the def2-TZVPD basis

XYZ file:
```
21
Properties=species:S:1:pos:R:3
C 0.87 -1.65 1.74
H 1.37 -1.92 0.74
O 0.69 1.72 1.95
H -2.05 2.05 -2.28
C -1.02 1.00 -0.62
H -1.29 -2.21 1.15
C 0.12 -0.40 1.49
N 0.18 0.70 2.33
H 1.63 0.14 -3.35
C 0.07 0.23 -0.38
C 1.07 -0.09 -1.31
O -0.37 0.61 3.41
H 1.59 -1.63 2.61
H -0.46 1.47 -3.99
H 1.97 -0.75 -1.02
C -1.20 1.43 -1.91
F -1.92 1.23 0.37
H -1.12 -1.73 2.79
C 0.82 0.33 -2.62
C -0.35 1.12 -2.91
C -0.62 -1.65 1.82
```

**Relative energy (zero: lowest compared OMol25 entry of this formula, charge and spin)**: 6.2984 eV
**Charge**: 0
**DFT total energy**: -17759.140 eV
**Lowest unoccupied orbital energy**: 0.244 eV